No. 1
# C48H66N3O3P2SeSiV

A structure of composition C48H66N3O3P2SeSiV (ωB97M-V/def2-TZVPD, the Open Molecules 2025 dataset).

```
125
Properties=species:S:1:pos:R:3:lowdin_spin:R:1
V 0.17351 -0.90317 -0.27656 1.11
C 3.12455 -3.45860 -0.38537 -0.01
Si 2.37009 -1.76389 -0.90552 -0.02
C 3.57944 -0.40447 -0.29407 -0.01
C 4.81181 -0.20889 -0.89930 0.00
C 5.64011 0.82843 -0.50460 0.00
C 5.20822 1.72014 0.46150 0.00
C 3.97380 1.54837 1.06754 0.00
C 3.17322 0.46573 0.72429 0.00
P 1.57831 0.01464 1.49753 0.00
C 2.17298 -1.32266 2.65705 0.00
C 1.19679 -1.65646 3.78310 0.00
C 1.55276 -3.03615 4.35622 0.00
C 3.06490 -3.29682 4.31150 0.00
C 3.82738 -1.98272 4.44118 0.00
C 3.58137 -1.08404 3.22062 0.00
C 0.99957 1.50846 2.48546 0.00
C 1.77465 1.98577 3.72208 0.00
C 1.22314 3.35166 4.14172 0.00
C -0.25335 3.24458 4.51016 0.00
C -1.06238 2.64662 3.36205 0.00
C -0.46008 1.31743 2.91296 0.00
C 2.48699 -1.70150 -2.81214 0.00
C 3.48802 -2.42472 -3.44940 0.00
C 3.69035 -2.32111 -4.81283 0.00
C 2.89927 -1.46244 -5.55505 0.00
C 1.88933 -0.74552 -4.93952 0.00
C 1.65580 -0.87091 -3.57174 0.00
P 0.29179 0.00063 -2.70002 -0.01
C -1.23772 -0.21232 -3.78680 0.00
C -2.38959 0.64031 -3.20706 0.00
C -2.68926 1.85175 -4.08441 0.00
C -3.22974 1.39878 -5.44409 0.00
C -2.58653 0.07213 -5.86662 0.00
C -1.16611 -0.04138 -5.31060 0.00
C 0.79022 1.81231 -2.80684 0.00
C 1.40016 2.31792 -4.11424 0.00
C 1.77359 3.79581 -3.98407 0.00
C 2.76309 4.02484 -2.84609 0.00
C 2.18685 3.50399 -1.53436 0.00
C 1.79723 2.03835 -1.67889 0.00
H 4.19353 -3.47825 -0.57427 0.00
H 2.97565 -3.68731 0.66600 0.00
H 2.66663 -4.26223 -0.95449 0.00
H 5.12054 -0.87106 -1.69391 0.00
H 6.61263 0.94690 -0.95716 0.00
H 5.82949 2.55637 0.74884 0.00
H 3.65460 2.27402 1.79812 0.00
H 2.20802 -2.20334 2.00142 0.00
H 1.25213 -0.89727 4.56442 0.00
H 0.17188 -1.68248 3.40893 0.00
H 1.19455 -3.09576 5.38507 0.00
H 1.03406 -3.80809 3.78433 0.00
H 3.34473 -3.96771 5.12352 0.00
H 3.34208 -3.79033 3.37774 0.00
H 3.48994 -1.48105 5.34885 0.00
H 4.89602 -2.17137 4.54984 0.00
H 3.71147 -0.04177 3.51367 0.00
H 4.31751 -1.29958 2.44300 0.00
H 1.03859 2.31341 1.72961 0.00
H 1.64042 1.28389 4.54625 0.00
H 2.84455 2.07442 3.54347 0.00
H 1.78724 3.73072 4.99584 0.00
H 1.35174 4.06385 3.32313 0.00
H -0.35258 2.60315 5.38778 0.00
H -0.64854 4.22827 4.76974 0.00
H -2.09444 2.48886 3.68114 0.00
H -1.08055 3.34739 2.52252 0.00
H -0.50238 0.61048 3.74255 0.00
H -1.04844 0.90063 2.09699 0.00
H 4.11835 -3.08599 -2.87463 0.00
H 4.46133 -2.90233 -5.29351 0.00
H 3.06547 -1.34556 -6.61473 0.00
H 1.29305 -0.08779 -5.54447 0.00
H -1.47022 -1.27317 -3.61673 0.00
H -3.29462 0.03225 -3.12991 0.00
H -2.13511 0.97263 -2.20011 0.00
H -3.41850 2.49547 -3.58950 0.00
H -1.78064 2.44136 -4.21875 0.00
H -4.31237 1.27621 -5.39272 0.00
H -3.02719 2.16633 -6.19325 0.00
H -3.17837 -0.77219 -5.50703 0.00
H -2.55526 0.00456 -6.95453 0.00
H -0.67162 -0.90729 -5.75533 0.00
H -0.62498 0.85807 -5.59988 0.00
H -0.12403 2.38152 -2.59103 0.00
H 2.29904 1.74188 -4.34574 0.00
H 0.70430 2.21446 -4.94804 0.00
H 2.21078 4.13962 -4.92256 0.00
H 0.87137 4.38658 -3.80557 0.00
H 3.69905 3.50445 -3.06110 0.00
H 2.98435 5.08995 -2.75951 0.00
H 2.92378 3.60562 -0.73505 0.00
H 1.31266 4.09972 -1.26051 0.00
H 2.69795 1.45381 -1.89052 0.00
H 1.37176 1.67700 -0.73294 0.00
O -1.20856 1.28298 -0.21443 0.01
H -2.08909 0.94193 0.00499 0.00
H -1.18248 2.20829 0.05140 0.00
O -1.92254 -1.75153 -1.40230 0.00
H -2.64309 -1.17745 -1.04871 0.00
H -2.31751 -2.60545 -1.60749 0.00
O -1.85621 -1.28274 1.85740 -0.02
C -0.94316 -1.58705 1.15704 -0.04
Se -0.16088 -3.15654 0.65170 -0.02
N -8.69674 -4.96832 5.59033 0.00
C -8.12788 -4.24448 4.90880 0.00
C -7.40721 -3.36452 4.06487 0.00
C -6.03346 -3.54758 3.90063 0.00
C -5.32430 -2.70519 3.06959 0.00
C -5.98458 -1.67900 2.40029 0.00
C -7.35248 -1.48743 2.56814 0.00
C -8.06367 -2.32987 3.39954 0.00
N -5.25233 -0.85592 1.52615 0.00
C -5.32496 0.50134 1.38486 0.00
C -4.41644 0.83077 0.42477 0.00
N -3.80008 -0.29828 -0.03475 0.00
C -4.32264 -1.28657 0.65164 0.00
H -5.53367 -4.34562 4.42543 0.00
H -4.25867 -2.82544 2.94759 0.00
H -7.85604 -0.69669 2.03223 0.00
H -9.12732 -2.19776 3.53176 0.00
H -5.96611 1.11121 1.98431 0.00
H -4.18812 1.79778 0.02197 0.00
H -4.07571 -2.32367 0.53224 0.00
```

Summary:
E_HOMO (alpha / beta)	-10.318 / -10.270	eV
LUMO energy (alpha / beta)	-3.49 / -3.13	eV
charge	+1
2S+1	2

No. 2
# C48H66O7W

A structure of composition C48H66O7W (ωB97M-V/def2-TZVPD, the Open Molecules 2025 dataset).

```
122
Properties=species:S:1:pos:R:3:mulliken_charge:R:1
W 2.02068 0.83379 0.74956 2.47
C 2.83750 0.67894 3.84060 -0.88
O 1.91454 0.17448 2.71082 -0.70
C 0.72832 -0.45025 2.96393 -0.09
C -0.46638 0.23125 3.11244 0.72
C -0.77216 1.77337 3.16538 -1.65
C -1.33339 2.26301 1.89619 0.33
C -2.67640 2.57663 1.85568 -0.36
C -3.35382 2.81899 0.65797 -0.71
C -2.55171 2.89245 -0.50766 -0.15
C -1.17880 2.70895 -0.53080 -1.15
C -0.46985 2.42196 -1.75428 -1.63
C -0.17518 0.90677 -1.78042 0.55
C -1.30051 0.18133 -2.15028 -0.37
C -1.20170 -1.23372 -2.36179 -0.14
C 0.06108 -1.82666 -2.44079 -0.27
C 1.24112 -1.11818 -2.23520 0.32
C 2.59748 -1.75334 -2.23896 -1.65
C 2.84592 -2.71991 -1.09782 -0.43
C 3.38765 -4.00396 -1.18049 -0.70
C 3.75282 -4.77716 -0.05293 -0.10
C 3.40848 -4.19921 1.19122 0.11
C 2.77896 -2.89863 1.38713 0.00
C 2.26195 -2.47029 2.78469 -1.13
C 0.81036 -1.85765 2.81799 -0.08
C -0.39947 -2.57982 2.68822 0.36
C -1.63101 -1.92466 2.93697 -0.66
C -1.60852 -0.51378 3.12925 -0.30
C -3.01881 -2.52072 2.92747 2.59
C -3.33523 -2.98632 4.35817 -1.80
C -2.96062 -3.77336 2.05282 -2.19
C -4.11954 -1.67037 2.28845 -1.46
C 2.75669 -2.17989 0.21350 0.20
O 2.11334 -0.89270 0.28705 0.67
C 4.68031 -5.98833 -0.22188 1.56
C 5.01623 -6.41845 1.18484 -1.94
C 5.96220 -5.52068 -1.01795 -1.47
C 3.84513 -7.14313 -0.73291 -1.63
C 1.09472 0.22910 -1.86056 0.66
O 2.26499 0.95141 -1.33897 -0.70
C 3.15386 1.71198 -2.28855 -0.97
C -2.43083 -2.03048 -2.53570 2.29
C -2.84348 -1.62939 -3.96221 -1.57
C -2.29980 -3.54767 -2.31668 -1.99
C -3.39069 -1.48377 -1.44303 -1.30
C -0.66870 2.37286 0.71739 1.03
O 0.70027 2.05193 0.83646 -1.21
C -4.82345 3.02548 0.59554 2.43
C -5.49748 1.83121 1.27786 -1.40
C -5.14741 3.17904 -0.91185 -2.08
C -5.21497 4.36004 1.25288 -1.61
H 2.11055 1.06701 4.59852 0.33
H 3.70305 -0.01276 4.08316 0.33
H 3.30972 1.43169 3.31611 0.36
H -1.57016 1.90246 3.89013 0.73
H 0.06191 2.31432 3.56208 0.45
H -3.15008 2.58591 2.80042 0.73
H -2.89222 3.12992 -1.51022 0.51
H -1.10054 2.60436 -2.63014 0.67
H 0.41508 3.05684 -1.83982 0.15
H -2.27034 0.78491 -2.14325 0.28
H 0.11078 -2.86941 -2.75159 0.62
H 2.71771 -2.12002 -3.26209 0.70
H 3.35352 -0.96954 -2.19667 0.27
H 3.62300 -4.34637 -2.14987 0.80
H 3.80763 -4.54058 2.11034 0.46
H 2.33244 -3.34789 3.46550 0.47
H 2.82474 -1.67639 3.27754 -0.12
H -0.38042 -3.60905 2.36474 0.63
H -2.56853 -0.03447 3.23966 0.31
H -2.45961 -3.48237 4.70584 0.49
H -3.64337 -2.22134 5.06576 0.35
H -4.07317 -3.85639 4.34303 0.36
H -2.38598 -4.60550 2.46031 0.40
H -3.97064 -4.15496 1.87388 0.53
H -2.47900 -3.50973 1.13368 0.38
H -4.36013 -0.75229 2.84065 0.45
H -3.91647 -1.34395 1.26641 -0.12
H -5.03749 -2.27925 2.19884 0.57
H 5.58128 -5.70631 1.79375 0.40
H 4.11005 -6.83594 1.68725 0.36
H 5.70977 -7.27781 1.14486 0.46
H 5.68131 -4.92095 -1.87604 0.37
H 6.53339 -4.86999 -0.35385 0.38
H 6.64668 -6.28519 -1.34981 0.42
H 3.00570 -7.21971 -0.03406 0.43
H 3.49853 -7.20681 -1.75733 0.32
H 4.40127 -8.09059 -0.64924 0.42
H 4.22832 1.41969 -2.05836 0.32
H 2.87275 1.29027 -3.27651 0.30
H 2.94057 2.75857 -2.15994 0.41
H -2.29899 -2.29592 -4.72405 0.35
H -3.89827 -1.74859 -4.21565 0.42
H -2.51993 -0.58994 -4.17278 0.29
H -1.86275 -4.05868 -3.17109 0.48
H -1.80560 -3.87884 -1.36855 0.29
H -3.32060 -3.97666 -2.22766 0.45
H -3.83721 -0.52852 -1.82821 0.28
H -4.18424 -2.25575 -1.25379 0.55
H -2.83383 -1.20535 -0.54728 -0.06
H -5.01665 0.90376 0.94961 -0.05
H -5.35590 1.94786 2.35765 0.49
H -6.56596 1.84337 1.07041 0.53
H -4.88409 2.33765 -1.55030 0.30
H -6.22876 3.32772 -1.00118 0.47
H -4.63507 4.02035 -1.36844 0.50
H -4.38373 4.80347 1.78177 0.33
H -5.69264 5.04181 0.57196 0.40
H -6.07304 4.10633 1.90018 0.41
O 12.27122 11.53555 4.67437 -0.64
H 11.54916 11.94493 4.21503 0.32
H 12.10910 11.36267 5.59457 0.32
O 3.37111 1.57965 1.32460 -0.92
C 0.36018 8.52666 -4.94929 -0.94
C -0.18306 9.10540 -6.25287 -0.25
O 0.03746 10.42155 -6.15515 -0.49
H -0.23079 7.64674 -4.69926 0.25
H 0.00953 9.25850 -4.22940 0.30
H 1.41963 8.48487 -4.71026 0.30
H -1.21032 8.82597 -6.24609 0.24
H 0.39417 8.73002 -7.16149 0.24
H 0.81359 10.52051 -6.74973 0.35
```

Summary:
E_HOMO	-12.540	eV
LUMO energy	-6.99	eV
charge	+2

No. 3
# C48H72O36

A cluster of 12 separate species, C48H72O36 in total (ωB97M-V/def2-TZVPD, the Open Molecules 2025 dataset).

```
156
Properties=species:S:1:pos:R:3:mulliken_charge:R:1
C 0.60510 4.57545 -3.31431 -0.79
C 2.02369 5.07887 -3.05926 0.74
C 2.89460 5.48166 -4.25860 -0.52
O 3.68640 6.51110 -3.61909 -0.36
C 3.04900 7.03247 -2.57600 0.63
O 3.39699 7.98590 -1.95174 -0.55
O 1.87886 6.36577 -2.43594 -0.43
H 0.49275 3.60932 -2.81798 -0.29
H 0.34487 4.35975 -4.35144 0.41
H -0.10761 5.29235 -2.91721 0.41
H 2.62361 4.52857 -2.32910 0.15
H 2.28539 5.97180 -5.01977 0.40
H 3.46547 4.68192 -4.71983 0.21
C 3.07054 0.83557 6.47205 -1.36
C 3.30584 -0.28420 5.47917 0.49
C 2.15527 -1.26307 5.46725 -0.81
O 2.13468 -1.72744 4.13516 -0.09
C 2.52465 -0.69820 3.35003 0.11
O 2.33355 -0.61285 2.18178 -0.21
O 3.22824 0.17503 4.11356 -0.25
H 2.13379 1.33100 6.20552 0.27
H 3.75166 1.68154 6.55442 0.37
H 2.94862 0.38052 7.45598 0.35
H 4.16448 -0.96040 5.49445 0.39
H 1.14252 -1.03441 5.81552 0.28
H 2.38352 -2.17368 6.03345 0.40
C -6.84463 1.39480 0.57170 -0.92
C -7.20288 1.64594 -0.89432 0.44
C -5.96512 1.55783 -1.85305 -0.10
O -6.36088 0.48273 -2.71491 -0.37
C -7.63929 0.11316 -2.53161 0.74
O -8.23787 -0.50709 -3.35172 -0.57
O -8.05068 0.52962 -1.33146 -0.42
H -6.54501 2.21292 1.23144 0.42
H -6.05990 0.65012 0.71233 -0.16
H -7.69313 1.03283 1.16017 0.40
H -7.95563 2.41086 -1.06687 0.38
H -4.94547 1.38679 -1.52320 -0.04
H -5.98313 2.43755 -2.49992 0.32
C -3.90896 2.49792 2.10949 -1.25
C -2.83874 2.40170 3.24314 0.52
C -1.62716 3.28297 2.97344 -0.52
O -1.35702 3.81551 4.23195 -0.29
C -2.47245 3.87698 5.00623 0.52
O -2.68227 4.41032 6.03435 -0.54
O -3.44240 3.22616 4.27911 -0.41
H -3.32664 2.71072 1.20331 0.38
H -4.53880 3.38408 2.10627 0.37
H -4.44276 1.55707 2.01209 0.15
H -2.59064 1.38915 3.55586 0.47
H -1.86286 4.15872 2.35821 0.37
H -0.80184 2.64929 2.64526 0.25
C 4.82853 1.84625 -0.54598 -1.62
C 4.74392 0.39136 -0.09675 1.40
C 5.43344 -0.63382 -0.99330 0.27
O 5.71725 -1.67762 -0.06589 -0.35
C 5.79973 -1.14866 1.18136 0.55
O 6.09242 -1.69857 2.18816 -0.54
O 5.35422 0.13224 1.15124 -0.42
H 5.84837 2.24980 -0.56468 0.48
H 4.39319 2.44190 0.25829 0.18
H 4.41346 2.03878 -1.53288 0.18
H 3.65337 0.32255 -0.03483 -0.39
H 6.36914 -0.24930 -1.40402 0.26
H 4.76834 -0.96073 -1.79079 -0.10
C 0.06079 6.84785 3.45413 -1.24
C 1.42001 6.26548 3.05539 0.35
C 2.07831 5.24445 3.94733 -0.38
O 2.50490 4.21389 3.05300 -0.31
C 2.00774 4.45520 1.82409 0.32
O 2.09404 3.65604 0.93535 -0.18
O 1.17925 5.49118 1.86488 -0.37
H 0.11457 7.26249 4.45858 0.38
H -0.66633 6.03560 3.46911 0.12
H -0.24939 7.49819 2.63963 0.38
H 2.02252 7.11822 2.73363 0.34
H 1.37648 4.91596 4.71419 0.26
H 2.95311 5.70760 4.40241 0.32
C -6.66409 -3.41589 -1.22783 -1.56
C -6.61241 -2.59970 0.03601 0.57
C -6.40195 -3.38732 1.36314 -0.60
O -5.17786 -2.86279 1.91653 -0.32
C -4.63314 -1.99548 1.05178 0.32
O -3.60939 -1.41938 1.23265 -0.21
O -5.46725 -1.75195 0.01679 -0.24
H -6.02533 -4.29111 -1.07451 0.43
H -6.34219 -2.87873 -2.12140 0.27
H -7.60570 -3.83900 -1.58447 0.37
H -7.37103 -1.81819 0.14685 0.28
H -6.54426 -4.45139 1.19495 0.37
H -7.17121 -3.01464 2.03853 0.33
C -1.61591 -4.96061 -4.42608 -1.70
C -1.21189 -3.89984 -3.38450 0.87
C -2.33814 -3.20927 -2.62455 -0.02
O -2.13070 -3.62182 -1.30479 0.01
C -0.95187 -4.28542 -1.18125 0.43
O -0.49641 -4.64125 -0.13440 -0.61
O -0.49562 -4.61560 -2.38367 -0.36
H -2.42811 -5.57404 -4.01232 0.41
H -0.80004 -5.66053 -4.58349 0.34
H -2.13113 -4.56016 -5.29925 0.43
H -0.53357 -3.24838 -3.93929 -0.04
H -3.35632 -3.42023 -2.96327 0.42
H -2.24210 -2.11971 -2.68513 -0.09
C -0.92934 -3.13795 2.58481 -0.77
C -1.46644 -3.73750 3.82435 0.27
C -1.53386 -5.28067 3.91297 -0.31
O -0.39065 -5.55792 4.68392 -0.38
C 0.20856 -4.46726 5.16303 0.68
O 1.16528 -4.52238 5.88373 -0.56
O -0.48965 -3.37791 4.85608 -0.30
H -0.77891 -2.05873 2.62423 0.21
H -1.51093 -3.27644 1.66986 0.05
H 0.02683 -3.56537 2.26515 0.33
H -2.37444 -3.18927 4.08452 0.24
H -1.29567 -5.70266 2.93329 0.23
H -2.46411 -5.65078 4.34078 0.28
C 4.94024 0.12828 -4.85725 -1.16
C 3.69880 -0.20550 -5.65974 0.71
C 2.64230 0.87456 -5.63191 0.21
O 2.03241 0.77684 -6.94093 -0.41
C 2.93912 0.09353 -7.74776 0.53
O 2.77703 -0.09191 -8.90440 -0.52
O 4.01383 -0.26209 -7.03057 -0.43
H 4.60359 0.62721 -3.94006 0.04
H 5.61638 0.85916 -5.29676 0.40
H 5.47749 -0.75356 -4.51273 0.34
H 3.24237 -1.17342 -5.42822 0.19
H 3.03161 1.89330 -5.60065 0.17
H 1.90565 0.61881 -4.87368 -0.06
C -1.68878 0.48470 -0.23919 -0.88
C -0.60304 0.57647 -1.26649 0.97
C 0.80626 1.04114 -0.89827 -0.08
O 1.62917 0.45064 -1.85679 0.45
C 0.98914 -0.63988 -2.35384 -0.12
O 1.50621 -1.53176 -2.94418 -0.48
O -0.27830 -0.71002 -1.81164 -0.17
H -2.71065 0.26684 -0.55648 0.16
H -1.86319 1.36621 0.38412 0.06
H -1.51447 -0.32705 0.47167 -0.10
H -0.95380 1.22557 -2.08161 -0.03
H 0.97676 0.69157 0.12736 0.00
H 0.88379 2.12817 -0.87676 0.13
C 3.21245 -4.65324 -2.63837 -1.11
C 3.96422 -4.48328 -1.33613 0.93
C 3.11566 -4.28022 -0.08006 0.70
O 3.63667 -5.34880 0.73835 -0.35
C 4.53685 -6.13220 0.11788 0.50
O 4.94952 -7.16751 0.52537 -0.57
O 4.69822 -5.68299 -1.14486 -0.44
H 3.95431 -4.61474 -3.43337 0.36
H 2.56242 -3.77160 -2.65624 0.07
H 2.50540 -5.47671 -2.71606 0.34
H 4.64584 -3.63538 -1.41099 -0.12
H 2.03718 -4.40563 -0.13787 -0.07
H 3.42052 -3.28751 0.24842 -0.20
```

Summary:
E_HOMO	-10.323	eV
LUMO energy	-0.36	eV
SMILES string	C[C@H]1COC(=O)O1.C[C@H]1COC(=O)O1.C[C@H]1COC(=O)O1.C[C@H]1COC(=O)O1.C[C@H]1COC(=O)O1.C[C@H]1COC(=O)O1.C[C@H]1COC(=O)O1.C[C@H]1COC(=O)O1.C[C@H]1COC(=O)O1.C[C@H]1COC(=O)O1.C[C@H]1COC(=O)O1.C[C@H]1COC(=O)O1

Going through the records in order, we get relative energy (zero: lowest compared OMol25 entry of this formula, charge and spin) values of 0.0; 0.0; 542.6 kJ/mol.
Going through the records in order, we get molecular weight values of 953.01; 938.89; 1225.07 u.
Going through the records in order, we get electronic energy values of -178946.018; -66987.516; -124653.865 eV.